# C20H18AsCl2N2O2Pt

A structure of composition C20H18AsCl2N2O2Pt (ωB97M-V/def2-TZVPD, the Open Molecules 2025 dataset).

The HOMO-LUMO gap comes out at 7.9 eV. The calculation puts the largest force on an atom at 0.93 eV/Å. As for the charge: +1.

Positions of all 46 atoms, in Å:
Pt  0.6394  -0.4778  2.3953
N  -0.6666  -1.9822  2.1694
N  -0.8230  -2.6598  3.4120
C  0.0483  -2.2854  4.4783
O  0.1048  -2.9757  5.4509
O  0.6840  -1.1530  4.2723
H  -1.5685  -1.5915  1.8941
H  -0.3602  -2.6093  1.4234
H  -0.9700  -3.6552  3.3239
Cl  2.1428  1.0984  3.8937
C  3.0464  2.4427  3.1366
Cl  2.8510  2.4566  1.4060
H  4.0933  2.3009  3.3771
H  2.6556  3.3674  3.5442
C  3.2248  2.3941  -2.7123
C  3.5850  1.1594  -2.1864
C  2.7151  0.4859  -1.3447
C  1.4815  1.0523  -1.0400
C  1.1143  2.2850  -1.5625
C  1.9952  2.9555  -2.4017
As  0.2833  0.0931  0.1084
C  -1.4572  0.8631  -0.1091
C  -1.9556  2.0157  0.4761
C  -3.2717  2.3803  0.2242
C  -4.0698  1.5826  -0.5878
C  -3.5747  0.4122  -1.1455
C  -2.2582  0.0388  -0.9072
C  -1.6133  -1.2161  -1.3724
C  -2.1869  -2.1666  -2.2076
C  -1.4709  -3.3054  -2.5510
C  -0.1828  -3.5116  -2.0707
C  0.4066  -2.5643  -1.2425
C  -0.3127  -1.4292  -0.9013
H  3.9068  2.9195  -3.3672
H  4.5447  0.7236  -2.4294
H  3.0058  -0.4709  -0.9258
H  0.1519  2.7214  -1.3278
H  1.7160  3.9157  -2.8140
H  -1.3315  2.6299  1.1141
H  -3.6773  3.2803  0.6655
H  -5.0953  1.8700  -0.7769
H  -4.2211  -0.2055  -1.7552
H  -3.1864  -2.0251  -2.5973
H  -1.9218  -4.0407  -3.2037
H  0.3627  -4.4035  -2.3471
H  1.4165  -2.7159  -0.8785

Cartesian forces, eV/Å:
Pt 0.34 0.22 0.84
N -0.04 -0.05 -0.18
N 0.06 0.09 0.03
C 0.00 0.05 -0.14
O 0.02 -0.01 0.08
O -0.07 -0.22 0.09
H -0.02 -0.05 -0.03
H 0.01 -0.03 0.03
H -0.05 0.01 -0.01
Cl -0.35 -0.36 -0.57
C 0.10 0.21 -0.01
Cl -0.02 0.03 -0.17
H -0.02 -0.04 0.07
H 0.00 -0.04 0.09
C 0.00 0.00 0.00
C 0.00 0.00 0.00
C 0.00 0.01 -0.01
C 0.04 -0.07 -0.06
C 0.02 -0.01 -0.05
C -0.01 0.00 0.02
As -0.02 0.28 0.10
C -0.02 -0.05 0.04
C 0.01 0.06 -0.08
C 0.00 -0.02 -0.01
C 0.01 0.02 0.02
C -0.01 0.00 -0.03
C -0.01 -0.09 0.04
C -0.05 0.08 0.00
C -0.02 -0.03 0.02
C 0.02 0.01 0.01
C -0.03 0.00 0.02
C 0.00 -0.04 0.03
C 0.08 0.06 -0.14
H 0.00 0.00 0.00
H 0.00 0.00 0.00
H 0.00 0.00 0.01
H -0.01 0.00 -0.01
H 0.00 0.00 0.00
H 0.00 0.00 0.00
H 0.00 0.00 0.00
H 0.00 0.00 0.00
H 0.00 0.00 0.00
H 0.00 0.00 0.00
H 0.00 0.00 0.00
H 0.00 0.00 0.00
H 0.01 0.01 -0.02


# C20H18AsMoN4OS2

A structure of composition C20H18AsMoN4OS2 in a non-equilibrium geometry (ωB97M-V/def2-TZVPD, the Open Molecules 2025 dataset).

The HOMO-LUMO gap (spin up / spin down) comes out at 6.9 / 6.9 eV. The calculation puts the largest force on an atom at 1.13 eV/Å. As for the charge: +1.

Positions of all 47 atoms, in Å:
Mo  -0.3077  0.6229  0.1910
S  0.3996  0.1921  -1.9634
C  2.0645  -0.3699  -1.8634
C  2.8575  -0.4396  -3.0014
C  4.1667  -0.8902  -2.9041
C  4.9817  -0.9434  -4.0911
N  5.6138  -0.9685  -5.0495
C  4.6782  -1.2868  -1.6611
C  3.8788  -1.2149  -0.5292
C  2.5781  -0.7444  -0.6299
S  1.5515  -0.6136  0.8008
C  6.0294  -1.7734  -1.5430
N  7.1017  -2.1724  -1.4446
H  2.4631  -0.1453  -3.9651
H  4.2774  -1.5238  0.4280
O  -0.5978  2.3785  0.7405
C  -1.6255  3.2512  0.9340
C  -1.4031  4.3673  1.7229
C  -2.4322  5.2610  1.9510
C  -3.6891  5.0423  1.3938
C  -3.9016  3.9299  0.6062
C  -2.8740  3.0175  0.3552
C  -3.1005  1.8408  -0.4820
N  -2.2863  0.7998  -0.6386
C  -2.9094  -0.0936  -1.5020
C  -4.1035  0.4220  -1.8707
N  -4.2071  1.6295  -1.2211
H  -0.4175  4.5167  2.1427
H  -2.2558  6.1326  2.5673
H  -4.4964  5.7379  1.5783
H  -4.8888  3.7632  0.1918
H  -2.4408  -1.0123  -1.8057
H  -4.8681  0.0487  -2.5291
H  -4.9692  2.2792  -1.3195
C  -2.8837  0.3878  2.8861
As  -1.3005  -0.5138  2.2328
C  -0.1676  -0.5358  3.7965
C  -1.9001  -2.3411  2.0830
H  -3.2117  -0.1308  3.7839
H  -3.6736  0.3592  2.1382
H  -2.6538  1.4245  3.1257
H  -0.7246  -0.9465  4.6357
H  0.1420  0.4823  4.0219
H  0.7152  -1.1402  3.6065
H  -2.3232  -2.6438  3.0379
H  -1.0585  -2.9812  1.8303
H  -2.6566  -2.4161  1.3049

Cartesian forces, eV/Å:
Mo 0.10 1.08 -0.33
S -0.04 -0.10 0.38
C -0.04 -0.01 -0.15
C -0.01 -0.01 -0.04
C 0.03 0.01 -0.17
C -0.04 0.01 0.08
N -0.05 -0.01 0.06
C 0.16 -0.06 0.06
C 0.05 -0.04 0.06
C 0.00 -0.03 0.14
S -0.07 0.08 -0.15
C -0.10 0.02 -0.06
N -0.06 0.03 0.03
H 0.01 0.00 0.01
H 0.01 0.01 -0.01
O 0.10 -0.39 0.10
C 0.11 -0.10 -0.12
C 0.09 0.10 0.07
C -0.02 0.02 0.00
C 0.03 0.03 0.03
C -0.06 0.00 -0.03
C -0.08 -0.18 -0.13
C 0.09 -0.02 0.04
N -0.12 -0.39 -0.31
C 0.07 0.19 0.12
C -0.03 0.09 0.08
N -0.19 0.03 -0.10
H -0.01 0.01 0.00
H -0.01 -0.02 -0.01
H 0.02 -0.02 -0.01
H 0.02 0.03 0.02
H 0.03 0.00 0.01
H 0.02 0.03 0.03
H 0.01 -0.01 -0.01
C 0.03 0.08 -0.08
As -0.05 -0.41 0.43
C 0.00 0.03 -0.04
C 0.03 0.02 -0.10
H -0.05 0.01 0.05
H 0.00 -0.02 -0.02
H 0.01 0.02 0.01
H -0.01 -0.02 0.04
H 0.01 0.03 0.02
H 0.02 -0.03 -0.02
H -0.03 -0.04 0.03
H 0.03 -0.01 0.00
H -0.03 -0.01 -0.01


# C20H18AuCl2N3O4

A structure of composition C20H18AuCl2N3O4 in a non-equilibrium geometry (ωB97M-V/def2-TZVPD, the Open Molecules 2025 dataset).

The HOMO-LUMO gap (spin up / spin down) comes out at 6.6 / 7.4 eV. The calculation puts the largest force on an atom at 1.66 eV/Å. The spin multiplicity is 3. Its expectation value of S² is 2.062.

Positions of all 48 atoms, in Å:
Au  -0.2394  0.2222  -0.1765
O  6.3266  -0.0325  2.2224
C  6.0541  0.0721  0.8437
C  4.5770  -0.0574  0.5913
C  4.0722  -0.2022  -0.6985
C  2.7052  -0.3193  -0.8641
N  1.8452  -0.2985  0.1447
C  2.3094  -0.1535  1.3968
C  3.6751  -0.0373  1.6438
C  1.3191  -0.1572  2.4868
C  1.6658  -0.1086  3.8391
C  0.6673  -0.0870  4.8028
C  1.0111  0.0536  6.2652
O  2.3686  -0.1312  6.5617
C  -0.6593  -0.1682  4.3902
C  -0.9197  -0.2357  3.0325
N  0.0375  -0.2111  2.1276
H  7.2585  0.1591  2.3743
H  6.5798  -0.7177  0.2839
H  6.3917  1.0446  0.4499
H  4.7279  -0.2272  -1.5551
H  2.2748  -0.4531  -1.8456
H  4.0637  0.0625  2.6433
H  2.6947  -0.0545  4.1575
H  0.3753  -0.6240  6.8554
H  0.7820  1.0789  6.5786
H  2.6209  -1.0395  6.3632
H  -1.4641  -0.1609  5.1085
H  -1.9254  -0.3004  2.6445
N  -2.1862  0.3457  -0.2399
C  -2.9124  1.4087  -0.1361
C  -2.4070  2.7197  0.1609
C  -3.2260  3.8175  0.1284
C  -4.5880  3.6814  -0.1333
C  -5.1235  2.4156  -0.3618
C  -4.3255  1.3044  -0.3628
H  -1.3551  2.8170  0.3793
H  -2.8051  4.7952  0.3099
H  -5.2270  4.5508  -0.1561
H  -6.1828  2.3154  -0.5454
H  -4.7251  0.3274  -0.5797
Cl  -0.1463  0.2537  -3.0085
C  -0.4446  1.9872  -3.1469
Cl  -2.1872  2.3024  -3.2174
C  0.1874  2.8504  -1.9645
O  0.2692  4.0303  -2.2186
O  0.5546  2.2478  -0.9327
H  -0.0189  2.3239  -4.0973

Cartesian forces, eV/Å:
Au 0.02 -0.14 0.38
O 0.04 0.02 0.20
C 0.22 0.05 -0.41
C -0.17 -0.04 -0.01
C 0.02 -0.01 0.38
C 0.34 -0.09 -0.30
N 0.20 0.25 0.39
C 0.70 -0.12 -0.45
C -0.14 -0.07 -0.06
C -0.52 0.00 0.91
C -0.03 0.06 -0.24
C 0.00 -0.02 -0.14
C -0.35 0.05 0.15
O 0.35 -0.08 -0.01
C 0.28 0.03 -0.10
C -0.18 0.06 0.41
N 0.45 -0.13 -0.14
H -0.14 -0.02 -0.04
H -0.11 0.16 0.03
H -0.08 -0.18 0.02
H 0.02 -0.02 -0.11
H -0.01 0.12 -0.07
H -0.06 0.03 0.06
H 0.05 0.02 -0.01
H 0.06 0.14 -0.09
H -0.05 -0.17 -0.03
H -0.04 0.00 0.06
H -0.13 -0.03 0.05
H -0.18 0.03 -0.03
N 0.01 -1.22 -0.17
C -0.92 1.36 0.22
C 0.10 -0.24 -0.01
C -0.02 0.07 0.13
C 0.08 0.05 0.00
C -0.20 0.03 -0.01
C 0.20 -0.11 -0.03
H 0.15 0.08 -0.07
H 0.03 0.09 0.02
H -0.05 0.08 0.00
H -0.11 -0.04 -0.05
H -0.05 -0.16 -0.01
Cl 0.12 -0.48 -0.66
C 0.24 0.87 0.17
Cl -0.10 -0.01 -0.17
C -0.25 -0.52 -0.91
O -0.03 0.84 -0.31
O 0.35 -0.45 0.72
H -0.11 -0.14 0.33


# C20H18BiN3PS2Se2

A structure of composition C20H18BiN3PS2Se2 in a non-equilibrium geometry (ωB97M-V/def2-TZVPD, the Open Molecules 2025 dataset).

The HOMO-LUMO gap comes out at 7.2 eV. The calculation puts the largest force on an atom at 1.91 eV/Å. As for the charge: +1.

Positions of all 47 atoms, in Å:
Bi  0.1815  -0.0491  0.4349
C  -5.5615  -0.3841  -0.8584
S  -4.5321  -1.3641  0.2796
C  -3.0695  -0.4047  0.1302
S  -1.8026  -1.0336  -0.9116
N  -3.0061  0.7546  0.6658
N  -1.8836  1.4156  0.4087
C  -1.8397  2.5353  -0.1984
C  -0.6139  2.8999  -0.8748
C  -0.4597  4.1426  -1.4935
C  0.6076  4.3449  -2.3528
C  1.4537  3.2815  -2.6270
C  1.2450  2.0818  -1.9643
N  0.2731  1.9071  -1.0853
H  -6.5556  -0.8171  -0.8189
H  -5.1544  -0.4741  -1.8626
H  -5.5849  0.6505  -0.5322
H  -2.7388  3.1103  -0.4137
H  -1.1757  4.9273  -1.3016
H  0.7549  5.3007  -2.8319
H  2.2558  3.3620  -3.3419
H  1.8811  1.2339  -2.1599
Se  3.0010  0.1859  0.0369
P  3.0047  -2.0249  0.0128
Se  0.8974  -2.6650  -0.0036
C  3.8585  -2.5455  -1.5137
C  3.2371  -3.4091  -2.4052
C  3.8613  -3.7154  -3.6018
C  5.1017  -3.1702  -3.8953
C  5.7316  -2.3278  -2.9924
C  5.1077  -2.0011  -1.8020
C  3.8838  -2.5828  1.5109
C  3.2606  -3.4463  2.4028
C  3.8852  -3.7586  3.5964
C  5.1274  -3.2172  3.8903
C  5.7609  -2.3795  2.9846
C  5.1384  -2.0499  1.7958
H  2.2665  -3.8290  -2.1673
H  3.3739  -4.3710  -4.3076
H  5.5746  -3.3948  -4.8388
H  6.7034  -1.9128  -3.2186
H  5.5707  -1.3102  -1.1105
H  2.2865  -3.8589  2.1665
H  3.3954  -4.4101  4.3050
H  5.5963  -3.4369  4.8360
H  6.7324  -1.9646  3.2126
H  5.6047  -1.3600  1.1057

Cartesian forces, eV/Å:
Bi 0.09 -0.08 0.36
C 0.28 -0.08 0.10
S -0.26 -0.13 0.05
C 0.40 0.38 -0.41
S 0.11 -0.43 -0.16
N -1.65 0.31 0.90
N 1.41 0.54 -0.87
C -1.19 -0.57 0.52
C 0.75 0.71 -0.65
C -0.09 -0.41 0.36
C 0.15 -0.24 -0.09
C -0.24 0.14 0.12
C 0.33 0.25 -0.32
N -0.24 -0.08 0.15
H -0.07 -0.02 -0.01
H -0.11 0.05 -0.05
H -0.08 0.02 0.01
H -0.06 -0.02 0.06
H -0.08 0.03 0.02
H -0.02 0.08 -0.02
H 0.08 0.03 -0.05
H 0.10 -0.08 0.06
Se 0.19 -0.37 -0.01
P 0.21 0.26 0.01
Se 0.41 -0.34 -0.10
C -0.28 0.10 0.47
C -0.12 -0.05 0.15
C 0.08 0.00 -0.07
C -0.09 -0.08 -0.06
C 0.07 0.10 0.11
C -0.09 -0.04 0.02
C -0.32 0.11 -0.45
C -0.14 -0.03 -0.19
C 0.11 0.00 0.13
C -0.10 -0.05 0.00
C 0.09 0.08 -0.02
C -0.09 -0.01 -0.06
H 0.05 0.03 -0.07
H -0.01 -0.06 -0.05
H 0.07 -0.05 -0.07
H 0.03 0.02 -0.03
H 0.08 0.03 -0.05
H 0.05 0.03 0.07
H -0.01 -0.05 0.03
H 0.09 -0.07 0.09
H 0.03 0.01 0.03
H 0.08 0.02 0.05


# C20H18BrN5O4

A structure of composition C20H18BrN5O4 in a non-equilibrium geometry (ωB97M-V/def2-TZVPD, the Open Molecules 2025 dataset).

The HOMO-LUMO gap comes out at 7.9 eV. The calculation puts the largest force on an atom at 16.08 eV/Å.

Positions of all 48 atoms, in Å:
C  2.7610  -4.7784  0.2570
H  2.6068  -5.5411  -0.4788
O  2.5993  -3.4877  -0.5241
C  1.5884  -3.1866  -1.2112
C  0.5534  -3.9829  -1.4948
C  -0.5554  -3.6353  -1.9540
C  -0.4872  -2.3984  -2.4276
C  0.3763  -1.5600  -2.5271
C  1.5269  -2.0265  -1.8427
C  2.7937  -1.0052  -1.6226
N  2.1995  0.1659  -1.1114
C  1.5420  0.3533  -0.1357
O  1.1124  1.5516  -0.0113
O  1.6904  -0.5651  0.8548
C  0.8971  -0.5387  1.8187
C  -0.3957  -0.8460  1.5933
N  -0.6733  -1.9664  1.2599
C  -1.8955  -2.3078  0.7194
C  -2.9132  -1.1693  0.1794
N  -2.4651  -0.0309  0.5987
C  -1.3908  0.2162  1.0893
C  -1.1515  1.5307  1.7934
O  -0.6914  1.9071  2.7704
N  -1.6653  2.4882  0.9342
C  -1.8593  3.8987  0.6129
N  -2.3006  4.6046  -0.2230
C  -2.0815  5.9036  -0.3863
C  -1.7510  6.6319  0.6340
C  -0.8196  5.9711  1.7422
C  -0.8746  4.7059  1.8140
H  -0.5419  4.1293  2.5482
H  -0.4063  6.6192  2.2597
Br  -1.6411  8.5491  0.4568
H  -2.6667  6.2858  -1.2255
H  -2.1262  2.1672  -0.0578
H  -3.8293  -1.4185  -0.3016
H  -2.3352  -3.2954  0.4002
H  1.3605  -1.3687  2.8215
H  0.9821  0.3944  2.4891
H  2.1856  0.8372  -1.7787
H  3.5425  -1.3756  -0.7152
H  3.3660  -1.1217  -2.3129
H  0.4946  -0.6294  -2.8496
H  -1.4121  -1.9972  -3.0780
H  -1.5855  -4.3647  -2.1047
H  0.4586  -4.8754  -0.8735
H  3.8093  -4.7576  0.6698
H  2.0689  -4.6804  0.9312

Cartesian forces, eV/Å:
C 3.84 2.27 -4.70
H 0.01 -0.85 0.09
O 5.19 -2.15 3.59
C -1.08 0.47 -1.95
C 2.74 -7.37 5.93
C -8.18 -1.78 -3.17
C -14.99 -1.28 -5.68
C 11.01 2.25 3.15
C 4.19 4.80 -0.25
C -6.60 -4.28 11.91
N 6.70 -3.60 -9.40
C -3.85 6.67 8.38
O -1.06 -2.89 1.33
O 4.21 -0.72 -6.75
C 2.94 1.58 13.36
C -5.80 6.96 -2.71
N -4.57 -10.25 -2.45
C -3.70 3.15 -3.00
C 5.91 -5.80 3.61
N -6.27 1.62 -3.65
C 7.57 -0.63 6.96
C -3.16 2.08 -6.37
O 2.96 -0.26 6.22
N -5.18 1.98 -8.67
C 8.45 -1.50 11.95
N -2.83 -2.04 -5.73
C -3.51 1.34 -1.60
C 4.64 1.29 2.78
C -6.55 -0.29 -7.02
C -3.96 -3.00 -4.54
H 1.95 -2.39 2.78
H 4.12 5.63 5.25
Br -0.16 -0.69 0.19
H 0.71 0.40 -0.09
H 1.53 -0.54 3.37
H -0.52 0.33 -0.37
H 1.67 0.51 1.10
H -1.36 1.93 -3.21
H -0.11 -0.86 -1.37
H -0.35 3.04 -1.72
H -2.19 0.28 -2.09
H 6.40 0.73 -8.93
H -0.72 3.68 -1.95
H 0.96 -1.24 1.58
H 3.34 2.31 0.63
H 0.73 -0.65 -0.38
H -1.28 0.04 -0.57
H -3.78 -0.27 4.16